1.
52
Properties=species:S:1:pos:R:3:forces:R:3:lowdin_charge:R:1 method="wB97M-V/def2-TZVPD" e_lumo_ev=-1.1 smiles="S=[PH2]B1OBOBO1.CCCCCC.CCCCCC" spin_multiplicity=1 gap_ev=7.693 fmax_ev_per_a=5.0
S 4.38133 -3.40548 6.36539 -0.277 0.261 0.176 0.071
P 3.99213 -1.47781 6.47665 1.418 -1.688 0.134 0.385
B 2.21917 -1.06169 5.88631 -3.610 2.132 -1.824 -0.578
O 1.64663 0.25688 6.33482 -0.858 -4.368 1.671 0.067
B 0.46578 -0.18032 7.16073 -0.563 -0.057 -4.022 -0.162
O -0.59206 -0.91157 6.37769 4.491 -1.298 1.630 0.081
B 0.14083 -2.13680 5.90177 -0.253 3.110 -1.234 -0.202
O 1.33985 -1.92787 5.06272 0.306 1.082 4.522 0.086
H 4.10751 -1.00743 7.86385 -0.088 0.328 -1.376 0.007
H 4.93145 -0.83157 5.59290 -0.656 0.514 0.844 -0.012
H 0.39524 -0.01272 8.33161 -0.049 0.207 -0.148 0.107
H -0.30441 -3.17632 6.23442 0.160 -0.211 -0.336 0.112
C 2.17389 -1.03273 -1.68893 0.209 -0.036 -0.036 -0.112
C 1.14182 -2.07437 -1.28647 -0.161 0.033 -0.082 -0.269
C -0.11160 -1.46486 -0.65370 -0.070 -0.113 0.067 -0.226
C 0.12325 -0.70401 0.65703 0.101 0.092 -0.083 -0.225
C 0.77769 -1.51912 1.77483 -0.126 0.193 0.040 -0.263
C -0.06727 -2.70149 2.22390 0.174 -0.188 0.192 -0.103
H 2.54284 -0.47281 -0.82461 -0.031 -0.016 -0.097 0.067
H 3.03458 -1.51687 -2.16056 -0.054 0.130 0.022 0.071
H 1.74980 -0.32168 -2.40551 0.049 -0.017 0.084 0.070
H 1.59913 -2.80324 -0.60975 -0.065 0.027 0.001 0.099
H 0.84314 -2.63286 -2.18175 0.009 0.009 0.125 0.106
H -0.84448 -2.26253 -0.48702 0.032 0.073 0.009 0.103
H -0.57533 -0.77823 -1.37342 0.072 -0.068 0.028 0.085
H -0.84178 -0.32202 1.01281 0.069 -0.034 -0.004 0.109
H 0.74042 0.18024 0.45979 -0.065 -0.052 -0.016 0.102
H 0.94041 -0.85940 2.63612 0.015 -0.064 -0.126 0.098
H 1.76823 -1.86675 1.46656 -0.024 0.011 -0.025 0.105
H -1.04412 -2.36617 2.58579 0.002 -0.034 -0.075 0.082
H 0.43299 -3.23148 3.04201 -0.117 0.015 -0.152 0.064
H -0.22473 -3.41766 1.41407 -0.049 0.034 0.055 0.070
C -1.77296 3.56521 -6.20786 -0.114 0.165 -0.080 -0.117
C -1.04405 3.52114 -4.87411 0.160 -0.092 -0.014 -0.274
C -0.75664 2.09661 -4.39343 0.046 -0.004 0.135 -0.231
C -1.99719 1.23599 -4.12432 -0.058 0.026 -0.151 -0.227
C -2.97926 1.81116 -3.10114 0.009 -0.208 -0.048 -0.268
C -2.37395 1.96427 -1.71414 -0.173 0.137 0.165 -0.108
H -2.75557 3.08809 -6.14861 0.094 0.029 -0.043 0.066
H -1.92802 4.60287 -6.51905 -0.012 -0.133 -0.051 0.070
H -1.19069 3.06101 -6.98612 -0.095 0.021 0.058 0.076
H -1.61811 4.07254 -4.12260 0.036 -0.058 0.008 0.099
H -0.09010 4.05146 -4.98079 -0.094 -0.047 0.075 0.105
H -0.14413 2.14877 -3.48607 -0.044 -0.034 -0.046 0.097
H -0.13815 1.58640 -5.14287 -0.054 0.063 0.050 0.110
H -1.66497 0.24769 -3.78276 -0.034 0.068 0.000 0.103
H -2.53198 1.06284 -5.06545 0.070 0.004 0.059 0.101
H -3.84305 1.13835 -3.03256 0.077 0.095 -0.056 0.106
H -3.37009 2.77392 -3.44376 0.030 -0.025 -0.029 0.098
H -2.02508 0.99938 -1.33347 0.016 0.105 -0.011 0.055
H -3.12535 2.35142 -1.01704 0.162 -0.065 -0.017 0.073
H -1.53299 2.66162 -1.71389 -0.013 -0.059 0.030 0.069

***

2.
50
Properties=species:S:1:pos:R:3:forces:R:3:mulliken_spin:R:1 method="wB97M-V/def2-TZVPD" charge=+2 e_lumo_ev="-5.8 / -6.1" spin_multiplicity=4 gap_ev="7.105 / 9.474" fmax_ev_per_a=1.2 s_squared=3.752 e_above_lowest_ev=0.000
Ti 6.96158 -1.04226 -12.77198 0.961 -0.193 0.183 3.023
Cl 9.42038 -1.75380 -12.58055 -1.180 0.222 -0.002 -0.009
C 11.50251 -5.19795 -7.65497 0.079 -0.244 0.028 0.000
C 11.20929 -4.98090 -9.11752 -0.001 -0.020 -0.054 0.000
N 9.91851 -5.59880 -9.60676 -0.772 -0.144 0.127 0.000
C 9.91164 -7.07210 -9.33197 0.116 0.172 -0.488 0.000
C 8.69440 -5.03724 -8.89333 0.280 -0.496 0.571 -0.002
C 8.68390 -3.54217 -8.74272 -0.224 0.357 -0.570 -0.025
C 9.76951 -5.29912 -11.07844 0.584 0.884 -0.581 -0.008
C 10.22970 -6.35383 -12.04295 -0.088 -0.668 -0.212 0.000
O 11.62034 -6.47898 -11.91539 0.056 0.212 0.113 0.000
C 12.17215 -7.37816 -12.85767 -0.405 -0.605 -0.271 0.000
H 10.74327 -4.77842 -6.99871 0.036 0.079 0.056 0.000
H 12.45774 -4.71917 -7.44645 -0.047 0.096 0.101 0.000
H 11.62969 -6.25093 -7.41295 0.035 -0.007 0.047 0.000
H 11.97849 -5.41723 -9.75090 0.054 0.048 -0.019 0.000
H 11.12864 -3.92026 -9.34010 0.070 0.026 -0.084 0.000
H 8.98125 -7.48002 -9.71532 -0.032 -0.089 0.047 0.000
H 9.98187 -7.23548 -8.26640 -0.023 -0.020 0.088 0.000
H 10.75968 -7.50687 -9.85101 0.045 -0.140 0.088 0.000
H 8.70093 -5.51078 -7.90984 -0.009 0.141 0.015 0.000
H 7.83329 -5.45776 -9.40657 -0.031 0.164 -0.191 0.001
H 9.44171 -3.23685 -8.02978 -0.075 0.263 0.094 0.001
H 7.69970 -3.21900 -8.40517 0.062 -0.131 0.314 -0.001
H 8.83089 -2.99831 -9.68344 0.204 -0.203 0.031 0.024
H 10.40725 -4.43546 -11.28830 -0.069 -0.003 0.194 -0.003
H 8.77104 -4.93977 -11.31069 -0.253 -0.404 0.231 0.011
H 9.95124 -6.05596 -13.06474 0.033 0.272 0.104 0.001
H 9.73967 -7.32822 -11.91005 -0.015 0.051 0.145 0.000
H 11.77829 -8.39458 -12.71006 0.137 0.113 0.133 0.000
H 13.24753 -7.38794 -12.73476 0.076 0.085 -0.026 0.000
H 11.88736 -7.09901 -13.87956 0.216 0.179 0.047 0.000
C 8.86395 -3.44744 -16.06750 -0.205 -0.184 0.083 -0.021
C 9.61350 -2.19856 -16.45179 -0.043 -0.115 0.073 -0.001
C 8.75666 -0.96410 -16.50672 0.288 0.743 -0.180 -0.123
O 9.60376 0.05534 -16.97674 0.217 -0.165 -0.018 0.006
C 9.07467 1.35295 -16.81123 -0.568 0.471 0.228 -0.001
N 10.66219 -1.93000 -15.40945 0.736 -0.033 0.164 0.000
H 10.24584 -1.64499 -14.49270 -0.027 -0.186 -0.166 0.000
H 11.21106 -2.77403 -15.22982 -0.057 0.077 -0.002 0.001
H 11.32344 -1.20318 -15.69928 -0.274 0.087 -0.151 0.001
H 8.39984 -3.32159 -15.08562 0.004 -0.064 -0.038 0.029
H 9.51233 -4.32453 -16.03987 0.033 0.034 0.005 0.000
H 8.08138 -3.65065 -16.79577 -0.012 0.015 -0.025 -0.002
H 10.14988 -2.30616 -17.39229 -0.056 -0.044 -0.093 -0.002
H 8.42257 -0.70028 -15.48972 -0.240 -0.179 -0.006 0.116
H 7.88948 -1.07578 -17.16512 -0.018 -0.198 0.086 -0.020
H 9.09010 1.66126 -15.75601 0.129 -0.079 -0.086 0.006
H 8.03127 1.41660 -17.14589 0.132 -0.120 -0.119 -0.001
H 9.66171 2.04896 -17.39933 0.142 -0.052 -0.013 0.000

***

3.
53
Properties=species:S:1:pos:R:3:forces:R:3:lowdin_charge:R:1 method="wB97M-V/def2-TZVPD" charge=-1 e_lumo_ev=0.6 spin_multiplicity=1 gap_ev=3.566 fmax_ev_per_a=2.6
Li 2.25352 -14.59323 19.72430 -1.054 -0.967 -0.229 0.851
Li -0.53659 -17.68057 20.39695 0.744 0.059 -0.133 0.800
F 0.92428 -16.60000 18.08827 0.111 0.721 1.230 -0.861
C 2.19060 -22.32798 21.86701 -0.223 0.094 0.158 -0.164
C 1.49843 -21.20096 22.68719 1.192 1.302 -1.877 -0.555
O 1.60957 -19.91284 22.11945 -0.319 -1.316 0.566 -0.448
H 3.27797 -22.30351 21.79537 0.147 0.936 -0.326 0.042
H 1.71195 -22.32443 20.88773 0.277 -0.430 -0.205 0.047
H 2.10141 -23.27260 22.40351 -0.789 -0.473 -0.081 0.036
H 1.99722 -21.33684 23.64679 -0.179 0.503 0.979 0.058
H 0.45759 -21.51985 22.74251 -0.505 -0.209 0.450 0.058
C -1.63985 -12.74509 23.91937 1.936 0.606 1.662 -0.162
C -1.71136 -13.63772 22.73684 0.734 -1.927 -1.449 -0.581
O -0.61337 -14.44261 22.39583 0.102 0.394 0.519 -0.441
H -0.61104 -12.40473 24.03693 0.302 1.207 -0.955 0.051
H -1.54646 -13.21526 24.89831 -1.218 -0.947 0.151 0.053
H -2.37537 -11.94222 23.96932 0.062 0.072 -0.109 0.056
H -1.91699 -13.05461 21.83918 -0.722 0.677 -0.157 0.062
H -2.56213 -14.28593 22.94687 -0.794 -0.309 -0.312 0.068
C -2.64661 -13.30001 14.72546 0.646 0.056 0.544 -0.057
C -2.73014 -12.50352 16.06555 -0.473 0.285 -2.562 -0.459
C -3.99705 -11.57010 16.00043 1.585 -0.415 0.139 -0.173
O -3.95810 -10.61242 14.92665 0.933 0.551 0.217 -0.199
C -2.64376 -9.99086 14.74803 -0.889 -1.005 0.718 -0.086
N -2.69245 -13.45943 17.11388 -0.626 -1.119 0.779 0.035
H -2.46246 -12.68250 13.84634 -0.384 0.176 0.095 0.059
H -3.50644 -13.95133 14.56869 -0.094 0.159 0.069 0.080
H -1.76198 -13.93407 14.78475 0.038 -0.267 0.018 0.072
H -1.82571 -11.89566 16.09063 -0.050 0.463 -0.020 0.108
H -3.97847 -11.09942 16.98339 -0.602 0.542 0.109 0.113
H -4.90866 -12.14366 15.83278 0.110 -0.037 0.234 0.123
H -2.66165 -8.97668 14.34900 -0.686 -0.204 -0.241 0.081
H -2.08730 -10.66871 14.10076 0.381 0.397 -0.004 0.070
H -2.16929 -9.92360 15.72704 0.234 0.071 -0.061 0.078
H -1.89642 -14.06351 16.96720 -0.030 -0.236 0.113 0.076
H -2.65353 -13.15622 18.07651 -0.075 0.514 -0.103 0.078
C -3.40637 -20.49360 17.63260 -0.878 -0.312 -0.487 -0.065
C -4.22690 -19.19882 17.80684 0.830 -1.679 -0.155 -0.418
C -5.68852 -19.46801 17.40042 -0.127 1.376 -0.181 -0.250
O -6.31514 -20.29791 18.31985 -1.689 -1.047 1.250 -0.198
C -7.76738 -20.49347 18.11050 1.774 0.119 -0.332 -0.050
N -3.98520 -18.83036 19.18580 -0.773 1.113 0.726 0.031
H -3.85790 -21.21486 18.31378 0.371 -0.090 0.359 0.074
H -2.33435 -20.39121 17.80105 -0.208 0.130 0.100 0.080
H -3.59165 -20.95855 16.66431 0.248 0.228 -0.319 0.070
H -3.80439 -18.41994 17.17207 -0.225 0.111 -0.100 0.138
H -5.73233 -19.79989 16.36310 0.136 -0.696 -0.192 0.119
H -6.24310 -18.53098 17.35036 -0.039 0.575 0.219 0.113
H -8.27987 -19.53485 18.02995 0.168 0.143 -0.728 0.080
H -8.31957 -20.97611 18.91688 0.977 -0.271 0.484 0.078
H -7.78743 -21.16521 17.25232 -0.763 0.399 -0.337 0.085
H -4.37180 -19.50280 19.83269 0.234 -0.896 -0.180 0.071
H -4.60955 -18.07046 19.41571 0.140 0.872 -0.055 0.071

***

4.
57
Properties=species:S:1:pos:R:3:forces:R:3:lowdin_charge:R:1 method="wB97M-V/def2-TZVPD" charge=-1 e_lumo_ev=2.5 spin_multiplicity=1 gap_ev=7.804 fmax_ev_per_a=0.4
C -1.95152 3.40208 -1.75560 0.070 0.027 0.101 -0.115
C -2.63938 2.09686 -2.15676 -0.012 0.027 -0.024 -0.254
C -2.11408 0.86505 -1.39656 0.056 -0.081 -0.054 -0.178
C -3.10089 0.23526 -0.40057 -0.104 -0.084 -0.024 -0.290
O -2.78320 0.47430 0.95223 0.231 -0.112 -0.173 -0.343
Al -3.19666 1.90936 1.83971 -0.155 0.185 0.173 -0.418
Br -4.31619 1.12479 3.76630 -0.040 0.048 0.043 0.108
P -1.20273 2.88144 2.78717 0.216 0.215 0.259 0.563
P 0.16291 1.40930 2.03113 -0.152 -0.283 -0.055 0.152
O 0.42622 1.32532 0.57848 0.192 0.253 0.094 -0.353
O 1.54659 1.52198 2.87261 -0.166 -0.131 0.157 -0.213
O -0.38475 0.04640 2.68354 0.183 0.092 -0.226 -0.209
H -1.83844 3.46342 -0.66888 -0.075 0.017 -0.080 0.043
H -0.94669 3.46862 -2.18220 -0.026 -0.046 0.037 0.070
H -2.51843 4.27794 -2.08413 0.039 -0.038 -0.024 0.063
H -3.71720 2.20012 -1.98925 0.045 -0.034 0.015 0.094
H -2.51231 1.93571 -3.23266 -0.044 0.059 0.034 0.084
H -1.80498 0.09860 -2.11521 -0.064 0.046 -0.024 0.091
H -1.21798 1.12760 -0.83085 0.002 -0.043 -0.070 0.073
H -3.13414 -0.85120 -0.54924 0.040 0.019 0.047 0.105
H -4.11471 0.60654 -0.61685 0.020 -0.049 0.004 0.098
H -4.05542 3.01498 1.07339 -0.001 -0.071 -0.053 -0.077
H -0.77025 3.85659 1.85323 -0.167 -0.052 -0.179 -0.171
H 2.10923 2.17503 2.45001 0.139 0.082 -0.090 0.062
H -1.09272 -0.26597 2.08957 -0.259 0.003 0.046 0.057
C 1.13408 0.15909 -6.51435 -0.001 0.012 -0.005 -0.115
O 0.69550 -1.18510 -6.48396 -0.030 0.001 -0.008 -0.192
C 0.29035 -1.61749 -5.19432 0.029 0.019 0.027 -0.202
C -1.21476 -1.61126 -5.04016 -0.033 -0.029 0.013 -0.206
O -1.74089 -0.30004 -5.10907 0.022 0.075 0.022 -0.198
C -2.35079 0.02088 -6.33925 -0.005 -0.021 -0.011 -0.114
H 1.27430 0.42703 -7.56073 0.012 0.000 0.004 0.086
H 0.40283 0.83364 -6.06219 -0.004 0.001 -0.011 0.084
H 2.08843 0.27473 -5.98852 -0.007 -0.007 0.012 0.088
H 0.73490 -0.98219 -4.42120 0.003 -0.016 0.002 0.129
H 0.66069 -2.63671 -5.05054 -0.003 -0.004 -0.008 0.124
H -1.46853 -2.02270 -4.05861 -0.010 0.002 0.000 0.125
H -1.67092 -2.24848 -5.80658 0.011 0.000 0.005 0.125
H -3.29088 -0.52790 -6.47097 0.010 -0.016 -0.001 0.087
H -1.69428 -0.19670 -7.18728 0.005 0.015 0.002 0.083
H -2.57006 1.08730 -6.31778 -0.015 -0.005 -0.001 0.088
C 3.02739 -1.85041 7.47231 -0.039 0.012 -0.029 -0.114
O 4.17182 -1.50330 6.71831 0.038 0.009 0.018 -0.189
C 4.64915 -2.54751 5.89061 -0.026 -0.030 0.010 -0.214
C 4.17682 -2.41614 4.45635 0.002 0.009 -0.037 -0.222
O 2.78339 -2.58627 4.33828 -0.044 -0.031 0.085 -0.191
C 2.06554 -1.36385 4.17594 0.105 -0.056 0.051 -0.102
H 2.66715 -0.93874 7.94550 0.004 -0.006 0.011 0.089
H 2.23701 -2.26226 6.84095 -0.002 0.011 0.004 0.083
H 3.27738 -2.58105 8.25135 0.008 -0.010 -0.010 0.084
H 4.33312 -3.52091 6.28489 0.017 0.008 0.014 0.123
H 5.74311 -2.51083 5.91340 0.002 0.005 -0.018 0.120
H 4.66612 -3.19580 3.86088 0.013 0.009 -0.006 0.121
H 4.48442 -1.44310 4.05655 -0.006 -0.006 0.003 0.127
H 2.25971 -0.92202 3.19824 -0.001 -0.007 -0.009 0.076
H 2.33959 -0.64251 4.94968 -0.026 0.027 -0.017 0.087
H 1.00605 -1.58952 4.25364 0.004 -0.020 -0.045 0.085